Density functional theory data (ωB97M-V with the def2-TZVPD basis set) for a molecular structure, C5H10O2.

Summary:
E_tot ... -346.94301 Ha
HOMO level ... -0.370 hartree
Net charge ... 0
Max |F| ... 0.920 eV/Å
Energy relative to the best compared isomer or geometry (same formula, charge and spin) ... 216.4 kJ/mol

CARTESIAN COORDINATES (ANGSTROEM)
C -0.04 1.66 -1.43
C 0.81 0.57 -0.78
O 1.51 1.04 0.35
C -0.17 -0.47 -0.27
C 0.23 -1.60 0.67
C -0.90 -1.04 1.53
O -0.86 0.22 0.86
H 0.58 2.54 -1.64
H -0.50 1.31 -2.36
H -0.84 1.95 -0.74
H 1.54 0.17 -1.49
H 0.80 1.09 1.02
H -0.86 -0.82 -1.06
H 0.09 -2.64 0.36
H 1.22 -1.43 1.09
H -0.76 -1.04 2.62
H -1.86 -1.49 1.27

=====

Density functional theory data (ωB97M-V with the def2-TZVPD basis set) for a single C5H10O2 molecule in a non-equilibrium geometry.

Summary:
E_tot ... -346.95555 Ha
HOMO level ... -0.371 hartree
SMILES ... CCCCC(=O)O
Net charge ... 0
Max |F| ... 5.636 eV/Å
Energy relative to the best compared isomer or geometry (same formula, charge and spin) ... 183.5 kJ/mol

CARTESIAN COORDINATES (ANGSTROEM)
C -1.39 -2.28 0.65
C -1.17 -1.11 -0.25
C -1.16 0.14 0.51
C 0.23 0.60 0.93
C 1.00 0.86 -0.38
O 1.89 -0.01 -0.58
O 0.87 2.01 -1.01
H -2.49 -2.20 0.94
H -0.86 -3.15 0.21
H -0.83 -2.09 1.52
H -0.19 -1.32 -0.58
H -1.86 -1.07 -1.15
H -1.52 0.95 -0.03
H -1.77 0.17 1.38
H 0.71 -0.34 1.36
H 0.04 1.41 1.63
H 1.70 2.29 -1.42